<P>
Density functional theory data (ωB97M-V with the def2-TZVPD basis set) for a molecular structure, C2H4P2.

Geometry as XYZ:
```
8
Properties=species:S:1:pos:R:3
C -1.04 -0.96 0.00
C 1.06 0.28 -0.14
P 0.27 -0.75 -1.42
P -0.35 0.10 1.22
H -1.94 -1.43 -0.18
H 2.03 -0.01 0.03
H 1.08 1.37 -0.41
H -1.11 1.39 0.89
```

Output
Charge: 0
LUMO level (alpha / beta), eV: -0.64 / -0.64

Atomic partial charges in e from the natural (NBO) method, atoms 1 to 5: number 1, C, carries -0.8092; number 2, C, carries -0.9927; number 3, P, carries 0.5978; number 4, P, carries 0.5673; number 5, H, carries 0.1921

---

<Q>
Density functional theory data (ωB97M-V with the def2-TZVPD basis set) for a single C2H4P2 molecule.

Geometry as XYZ:
```
8
Properties=species:S:1:pos:R:3
C 0.25 -0.42 -0.31
C -1.10 -0.39 -1.03
P -1.13 -1.69 -0.01
P 1.25 0.51 1.14
H 1.04 -0.82 -0.95
H -1.63 0.36 -1.57
H 0.19 0.63 2.04
H 1.11 1.82 0.68
```

Output
SMILES string: P[C@@H]1C=P1
Charge: 0
LUMO level, eV: -0.05

Atomic partial charges in e from the natural (NBO) method, atoms 1 to 5: number 1, C, carries -0.7175; number 2, C, carries -0.5628; number 3, P, carries 0.6278; number 4, P, carries 0.2870; number 5, H, carries 0.1958

---

<R>
Density functional theory data (ωB97M-V with the def2-TZVPD basis set) for a single C2H4P2 molecule.

Geometry as XYZ:
```
8
Properties=species:S:1:pos:R:3
C 1.21 -1.28 0.08
C -1.21 0.18 0.30
P 2.27 0.00 0.02
P -0.59 -1.34 -0.03
H 1.53 -2.40 -0.03
H -2.29 0.18 0.31
H -0.73 1.05 0.80
H 1.49 1.11 0.19
```

Output
SMILES string: [H]/P=C\P=C
Charge: 0
LUMO level, eV: -0.99

Atomic partial charges in e from the natural (NBO) method, atoms 1 to 5: number 1, C, carries -1.0408; number 2, C, carries -0.8415; number 3, P, carries 0.5440; number 4, P, carries 0.7099; number 5, H, carries 0.2597

---

Result of the stability comparison: <R> is the most stable of them.

---

<P>
Density functional theory data (ωB97M-V with the def2-TZVPD basis set) for a molecular structure, C17H19IrN2OS6Si.

Geometry as XYZ:
```
47
Properties=species:S:1:pos:R:3
Ir -1.13 -0.45 -1.27
C 3.94 1.19 1.33
Si 3.29 -0.40 2.17
C 3.77 -0.39 4.02
C 3.95 -1.97 1.33
C 1.39 -0.39 2.05
C 0.56 -0.39 3.15
C -0.83 -0.42 3.02
C -1.37 -0.44 1.76
N -0.60 -0.41 0.67
C 0.75 -0.40 0.79
S 1.56 -0.41 -0.71
H 5.02 1.24 1.39
H 3.54 2.08 1.79
H 3.67 1.20 0.28
H 4.85 -0.39 4.12
H 3.40 -1.27 4.54
H 3.40 0.49 4.53
H 5.03 -2.03 1.39
H 3.68 -1.98 0.28
H 3.54 -2.87 1.78
H 1.00 -0.37 4.14
H -1.47 -0.43 3.88
H -2.44 -0.46 1.59
O -1.41 -0.24 -3.49
C -1.12 1.07 -3.95
C -1.08 2.08 -2.82
C -1.10 3.43 -3.11
C -1.07 4.36 -2.08
C -1.06 3.88 -0.76
C -1.02 2.53 -0.55
N -0.99 1.62 -1.55
H -0.95 -0.89 -4.04
H -1.91 1.38 -4.65
H -0.16 1.09 -4.47
H -1.12 3.75 -4.14
H -1.07 5.42 -2.28
H -1.07 4.56 0.08
H -1.00 2.13 0.46
S -6.27 -5.74 -1.45
C -5.14 -4.50 -1.38
S -3.42 -4.80 -1.44
C -2.94 -3.12 -1.31
C -3.96 -2.18 -1.28
S -3.78 -0.51 -1.14
S -5.59 -2.81 -1.42
S -1.27 -2.83 -1.23
```

Output
Charge: 0
LUMO level, eV: -0.65

Atomic partial charges in e from the natural (NBO) method, atoms 1 to 5: number 1, Ir, carries 0.7907; number 2, C, carries -1.0992; number 3, Si, carries 1.5979; number 4, C, carries -1.1020; number 5, C, carries -1.0991

---

<Q>
Density functional theory data (ωB97M-V with the def2-TZVPD basis set) for a molecular structure, C17H19IrN2OS6Si.

Geometry as XYZ:
```
47
Properties=species:S:1:pos:R:3
Ir -0.16 -0.61 -0.14
C 5.32 -2.07 -1.28
Si 5.23 -0.22 -1.08
C 6.84 0.45 -0.41
C 4.82 0.62 -2.70
C 3.87 0.21 0.17
C 4.12 0.91 1.34
C 3.11 1.23 2.24
C 1.82 0.84 1.95
N 1.55 0.15 0.84
C 2.54 -0.15 -0.03
S 1.78 -1.01 -1.35
H 6.08 -2.34 -2.01
H 4.36 -2.48 -1.63
H 5.57 -2.55 -0.34
H 7.65 0.22 -1.11
H 7.10 -0.01 0.55
H 6.82 1.53 -0.28
H 5.59 0.41 -3.45
H 4.76 1.70 -2.58
H 3.87 0.27 -3.10
H 5.14 1.22 1.57
H 3.32 1.78 3.15
H 0.98 1.07 2.59
O -1.45 1.36 1.96
C -2.17 1.75 0.80
C -1.28 2.25 -0.32
C -1.37 3.57 -0.72
C -0.62 4.03 -1.78
C 0.22 3.14 -2.43
C 0.28 1.84 -1.97
N -0.44 1.40 -0.93
H -1.39 0.40 1.98
H -2.84 2.56 1.09
H -2.77 0.93 0.42
H -2.05 4.23 -0.19
H -0.69 5.06 -2.10
H 0.82 3.44 -3.28
H 0.93 1.11 -2.44
S -3.79 -6.84 -0.27
C -2.99 -5.41 -0.21
S -3.36 -4.07 -1.25
C -2.16 -2.97 -0.62
C -1.34 -3.46 0.34
S -0.14 -2.48 1.10
S -1.62 -5.12 0.81
S -2.02 -1.34 -1.19
```

Output
Charge: 0
LUMO level (alpha / beta), eV: -0.70 / -0.70

Atomic partial charges in e from the natural (NBO) method, atoms 1 to 5: number 1, Ir, carries 0.4751; number 2, C, carries -1.1160; number 3, Si, carries 1.6276; number 4, C, carries -1.1179; number 5, C, carries -1.1142

---

Result of the stability comparison: <Q> is the most stable of them.

---

<P>
Density functional theory data (ωB97M-V with the def2-TZVPD basis set) for a single C4H6NOP molecule.

Geometry as XYZ:
```
13
Properties=species:S:1:pos:R:3
C 0.15 0.95 1.19
C 0.05 1.13 -0.23
C 0.03 -0.79 0.73
C -0.12 -0.73 -1.86
N 0.22 -0.16 -0.57
O -0.03 2.16 -0.87
P 0.20 1.82 2.64
H 0.81 -1.47 1.13
H -0.97 -1.14 1.19
H -0.49 0.18 -2.47
H 0.77 -1.07 -2.52
H -0.89 -1.51 -1.67
H 0.28 0.62 3.30
```

Output
SMILES string: [H]/P=C1\CN(C)C1=O
Charge: 0
LUMO level, eV: -0.61

Atomic partial charges in e from the natural (NBO) method, atoms 1 to 5: number 1, C, carries -0.4227; number 2, C, carries 0.5694; number 3, C, carries -0.2298; number 4, C, carries -0.4364; number 5, N, carries -0.4193

---

<Q>
Density functional theory data (ωB97M-V with the def2-TZVPD basis set) for a single C4H6NOP molecule.

Geometry as XYZ:
```
13
Properties=species:S:1:pos:R:3
C 0.16 -1.93 -0.85
C 0.05 -0.80 -1.70
C 0.09 -0.75 0.53
C -0.10 1.58 -0.56
N 0.00 0.12 -0.67
O -0.07 -0.69 -2.90
P 0.33 -3.58 -1.07
H -0.83 -0.84 1.07
H 1.06 -0.53 1.00
H -0.96 1.58 0.05
H 0.75 2.10 -0.07
H -0.36 1.93 -1.59
H 0.38 -3.95 0.41
```

Output
SMILES string: [H]/P=C1\CN(C)C1=O
Charge: 0
LUMO level, eV: -0.54

Atomic partial charges in e from the natural (NBO) method, atoms 1 to 5: number 1, C, carries -0.4582; number 2, C, carries 0.5677; number 3, C, carries -0.2090; number 4, C, carries -0.4214; number 5, N, carries -0.4119

---

Result of the stability comparison: <Q> is the most stable of them.

---

<P>
Density functional theory data (ωB97M-V with the def2-TZVPD basis set) for a single C9H12N2O4 molecule.

Geometry as XYZ:
```
27
Properties=species:S:1:pos:R:3
C -3.69 0.92 -0.41
C -3.42 -0.33 -0.01
C -2.60 1.80 -0.61
C -2.05 -0.68 0.30
C -1.27 1.53 -0.26
C -1.02 0.23 0.17
C 2.65 -1.71 0.06
C 2.69 -0.38 0.60
C 1.40 0.49 0.29
N 0.25 -0.25 0.36
N 3.69 0.49 -0.13
O 3.98 1.56 0.33
O 4.19 0.03 -1.14
O 1.42 1.57 1.34
O 1.61 0.99 -0.99
H -4.70 1.38 -0.55
H -4.13 -1.00 0.30
H -2.64 2.91 -0.91
H -1.81 -1.66 0.65
H -0.54 2.35 -0.07
H 2.60 -2.56 0.78
H 1.76 -1.75 -0.58
H 3.46 -1.68 -0.75
H 2.99 -0.34 1.62
H 0.33 -1.07 0.93
H 2.28 2.03 1.23
H 0.79 1.29 -1.38
```

Output
SMILES string: C[C@@H]([N+](=O)[O-])C(O)(O)Nc1ccccc1
Charge: 0
LUMO level, eV: 0.28

Atomic partial charges in e from the natural (NBO) method, atoms 1 to 5: number 1, C, carries -0.2654; number 2, C, carries -0.1718; number 3, C, carries -0.1567; number 4, C, carries -0.2493; number 5, C, carries -0.3253

---

<Q>
Density functional theory data (ωB97M-V with the def2-TZVPD basis set) for a single C9H12N2O4 molecule.

Geometry as XYZ:
```
27
Properties=species:S:1:pos:R:3
C 3.83 -0.02 -0.84
C 2.75 0.94 -1.16
C 3.63 -0.97 0.12
C 1.49 0.65 -0.70
C 2.34 -1.19 0.67
C 1.26 -0.41 0.20
C -1.71 1.55 1.29
C -2.46 0.32 0.81
C -1.33 -0.65 -0.14
N -0.04 -0.73 0.61
N -3.36 0.63 -0.34
O -4.19 -0.19 -0.73
O -3.27 1.72 -0.84
O -1.78 -1.97 -0.17
O -1.24 -0.13 -1.36
H 4.87 0.14 -1.04
H 2.92 1.86 -1.65
H 4.56 -1.58 0.46
H 0.71 1.27 -1.05
H 2.33 -2.07 1.37
H -0.95 1.35 2.14
H -1.39 2.12 0.49
H -2.42 2.17 1.83
H -3.02 -0.36 1.51
H 0.03 -1.65 1.14
H -2.60 -2.03 -0.56
H -0.97 -0.77 -2.07
```

Output
SMILES string: C[C@@H]([N+](=O)[O-])C(O)(O)Nc1ccccc1
Charge: 0
LUMO level, eV: 0.27

Atomic partial charges in e from the natural (NBO) method, atoms 1 to 5: number 1, C, carries -0.2640; number 2, C, carries -0.1666; number 3, C, carries -0.1843; number 4, C, carries -0.2804; number 5, C, carries -0.2978

---

Result of the stability comparison: <P> is the most stable of them.

---

<P>
Density functional theory data (ωB97M-V with the def2-TZVPD basis set) for a single C2H5P molecule.

Geometry as XYZ:
```
8
Properties=species:S:1:pos:R:3
C 0.11 -0.77 0.26
C 0.11 0.79 0.29
P -1.57 0.02 0.03
H 0.73 -1.23 -0.55
H 0.14 -1.25 1.30
H 0.36 1.15 1.34
H 0.32 1.33 -0.63
H -1.61 -0.28 -1.45
```

Output
SMILES string: C1CP1
Charge: 0
LUMO level, eV: 1.16

Atomic partial charges in e from the natural (NBO) method, atoms 1 to 5: number 1, C, carries -0.6703; number 2, C, carries -0.6733; number 3, P, carries 0.4210; number 4, H, carries 0.2408; number 5, H, carries 0.2299

---

<Q>
Density functional theory data (ωB97M-V with the def2-TZVPD basis set) for a single C2H5P molecule.

Geometry as XYZ:
```
8
Properties=species:S:1:pos:R:3
C 2.13 -0.25 -0.05
C 0.94 -0.19 0.03
P -0.97 0.04 0.00
H 3.14 -0.01 -0.01
H -0.87 0.30 -1.38
H -1.12 -1.25 0.55
H -0.83 1.11 0.91
H -2.41 0.25 -0.05
```

Output
SMILES string: C#C[PH4]
Charge: 0
LUMO level, eV: 0.72

Atomic partial charges in e from the natural (NBO) method, atoms 1 to 5: number 1, C, carries -0.2632; number 2, C, carries -0.4028; number 3, P, carries 0.6193; number 4, H, carries 0.2192; number 5, H, carries 0.0012

---

<R>
Density functional theory data (ωB97M-V with the def2-TZVPD basis set) for a molecular structure, C2H5P.

Geometry as XYZ:
```
8
Properties=species:S:1:pos:R:3
C 0.20 -0.94 0.24
C 0.15 0.96 0.20
P -1.39 0.01 -0.04
H 0.71 -1.14 -0.65
H 0.56 -1.46 1.26
H 0.23 1.40 1.18
H 0.76 1.06 -0.66
H -1.22 0.10 -1.52
```

Output
Charge: 0
LUMO level, eV: 1.08

Atomic partial charges in e from the natural (NBO) method, atoms 1 to 5: number 1, C, carries -0.6924; number 2, C, carries -0.6980; number 3, P, carries 0.5275; number 4, H, carries 0.2019; number 5, H, carries 0.2470

---

<S>
Density functional theory data (ωB97M-V with the def2-TZVPD basis set) for a single C2H5P molecule.

Geometry as XYZ:
```
8
Properties=species:S:1:pos:R:3
C -0.69 0.34 -1.28
C 0.47 -0.24 1.06
P -0.52 1.04 0.20
H -1.20 0.82 -2.13
H 0.05 -0.49 -1.50
H -0.35 -0.87 1.51
H 1.05 -0.81 0.41
H 1.19 0.19 1.73
```

Output
SMILES string: C=PC
Charge: 0
LUMO level, eV: 0.50

Atomic partial charges in e from the natural (NBO) method, atoms 1 to 5: number 1, C, carries -0.8810; number 2, C, carries -0.9550; number 3, P, carries 0.7028; number 4, H, carries 0.2273; number 5, H, carries 0.2114

---

Result of the stability comparison: <S> is the most stable of them.